The following is a DFT calculation (wB97M-V/def2-TZVPD) of 2 unconnected molecules or ions with the total composition CHF2O4S in a non-equilibrium geometry.

Geometry as XYZ:
```
9
Properties=species:S:1:pos:R:3:forces:R:3:lowdin_charge:R:1
C 0.37836 1.07184 1.65818 2.2 -1.4 -2.0 -0.267
O -2.18673 0.75714 1.16645 -1.0 0.9 -1.3 -0.311
O -0.74784 -1.08696 1.65494 0.2 -2.2 0.0 -0.288
O -1.30700 0.60090 3.39102 0.4 -0.7 -0.7 -0.347
O 0.14632 0.55732 -0.68597 4.2 2.3 1.3 -0.189
F 0.77625 2.34288 1.74003 -0.7 -2.1 0.1 0.124
F 1.32506 0.16580 2.08242 -0.4 2.8 -0.8 0.048
S -1.15548 0.22095 1.97510 -1.5 1.9 2.8 0.352
H -0.67096 0.17110 -0.63051 -3.5 -1.5 0.5 -0.120
```
Positions in Å, forces in eV/Å.

Values from the calculation:
LUMO (spin up / spin down) (eV): 2.97 / 3.61
HOMO-LUMO gap (spin up / spin down) (eV): 7.9174 / 9.5061
Net charge: -1
Largest force on an atom (hartree/bohr): 0.097
Energy (eV): -25511.32156